DFT (ωB97M-V with the def2-TZVPD basis set) results for C30H75F2N6O18S3Sn as an isolated structure.

Positions of all 135 atoms, in Å:
Sn1 -1.49 -3.63 -1.10
S1 -0.61 -0.52 0.18
O1 -1.41 0.46 -0.57
O2 -1.50 -1.55 0.85
O3 0.21 -1.35 -0.79
O4 0.23 0.18 1.13
N1 -1.64 4.35 -2.44
S2 -1.30 5.14 -3.76
O5 -2.16 6.23 -4.12
O6 -0.76 4.39 -4.85
F1 0.01 5.90 -3.20
S3 -3.10 3.71 -2.87
O7 -3.20 2.84 -4.00
O8 -4.19 4.58 -2.60
F2 -3.12 2.64 -1.70
C1 -3.00 -4.23 -4.69
O9 -2.44 -3.22 -3.95
C2 -2.94 -1.96 -4.36
C3 -2.48 -0.89 -3.44
N2 -2.89 -1.09 -2.06
C4 -4.31 -0.73 -1.93
C5 -4.76 -0.77 -0.50
O10 -6.19 -0.62 -0.49
C6 -6.78 -0.82 0.76
H1 -2.67 -5.20 -4.33
H2 -2.76 -4.15 -5.76
H3 -4.10 -4.22 -4.62
H4 -4.03 -1.98 -4.51
H5 -2.56 -1.79 -5.38
H6 -2.79 0.07 -3.89
H7 -1.39 -0.92 -3.45
H8 -2.33 -0.42 -1.46
H9 -4.89 -1.44 -2.52
H10 -4.52 0.29 -2.28
H11 -4.30 -0.03 0.16
H12 -4.57 -1.78 -0.07
H13 -7.86 -0.89 0.61
H14 -6.54 0.01 1.44
H15 -6.51 -1.78 1.22
C7 0.54 -5.35 -4.28
O11 0.05 -4.21 -3.59
C8 1.01 -3.20 -3.58
C9 2.06 -3.57 -2.59
N3 1.61 -3.66 -1.23
C10 2.73 -4.05 -0.41
C11 2.46 -3.94 1.08
O12 3.77 -4.11 1.67
C12 3.70 -4.33 3.06
H16 0.68 -5.10 -5.34
H17 -0.24 -6.11 -4.24
H18 1.48 -5.73 -3.88
H19 0.56 -2.24 -3.31
H20 1.47 -3.09 -4.57
H21 2.89 -2.85 -2.66
H22 2.51 -4.54 -2.83
H23 1.27 -2.73 -0.94
H24 3.57 -3.37 -0.61
H25 3.04 -5.08 -0.58
H26 1.73 -4.69 1.40
H27 2.13 -2.92 1.33
H28 4.72 -4.22 3.43
H29 3.42 -5.37 3.29
H30 3.01 -3.66 3.56
C13 -0.25 -4.10 5.79
O13 -1.14 -3.08 5.45
C14 -0.68 -2.19 4.44
C15 -1.76 -1.20 4.21
N4 -2.84 -1.76 3.42
C16 -3.95 -0.88 3.25
C17 -4.56 -0.30 4.51
O14 -3.72 0.63 5.13
C18 -3.88 0.64 6.49
H31 -0.60 -4.61 6.70
H32 0.78 -3.76 6.04
H33 -0.11 -4.87 5.01
H34 -0.45 -2.79 3.55
H35 0.23 -1.66 4.76
H36 -1.35 -0.27 3.78
H37 -2.16 -0.87 5.16
H38 -2.41 -1.85 2.47
H39 -4.76 -1.43 2.77
H40 -3.83 0.03 2.63
H41 -4.85 -1.10 5.22
H42 -5.51 0.18 4.25
H43 -4.92 0.81 6.76
H44 -3.22 1.41 6.86
H45 -3.52 -0.30 6.92
C19 0.44 2.98 3.22
O15 1.27 3.50 2.23
C20 1.88 4.65 2.64
C21 2.99 4.97 1.66
N5 2.46 5.27 0.36
C22 3.49 5.46 -0.64
C23 2.92 5.69 -2.00
O16 2.39 4.53 -2.50
C24 2.47 4.39 -3.88
H46 -0.36 3.70 3.40
H47 1.04 2.81 4.13
H48 0.02 2.04 2.87
H49 2.39 4.49 3.61
H50 1.18 5.49 2.71
H51 3.68 4.12 1.66
H52 3.58 5.84 2.04
H53 1.86 6.09 0.36
H54 4.10 4.56 -0.64
H55 4.07 6.37 -0.40
H56 3.76 6.04 -2.63
H57 2.19 6.50 -2.06
H58 1.73 3.71 -4.26
H59 3.48 4.04 -4.17
H60 2.34 5.35 -4.41
C25 4.71 1.34 3.49
O17 4.53 1.27 2.13
C26 3.47 0.39 1.79
C27 3.31 0.35 0.28
N6 3.32 1.70 -0.28
C28 3.80 1.71 -1.64
C29 2.89 0.95 -2.58
O18 1.74 1.71 -2.80
C30 0.73 1.06 -3.53
H61 5.46 2.10 3.72
H62 5.23 0.42 3.81
H63 3.77 1.51 4.02
H64 2.54 0.82 2.19
H65 3.53 -0.65 2.15
H66 2.40 -0.17 -0.01
H67 4.21 -0.20 -0.12
H68 3.96 2.22 0.31
H69 4.84 1.34 -1.66
H70 3.79 2.72 -2.07
H71 2.66 -0.05 -2.18
H72 3.35 0.84 -3.57
H73 1.08 0.24 -4.19
H74 0.22 1.81 -4.14
H75 0.00 0.63 -2.84

E = -4479.26314 Ha
Strongest force on any atom = 3.91 eV/A
E_HOMO = -5.5674 eV
Kohn-Sham gap = 5.28 eV
Spin multiplicity = 1
Net charge = -1

DFT (ωB97M-V with the def2-TZVPD basis set) results for a 8-piece molecular cluster, C30H77N5O8 overall.

Positions of all 120 atoms, in Å:
C1 -0.87 -2.86 -2.08
C2 0.09 -3.11 -3.24
C3 0.06 -4.65 -3.56
C4 -0.43 -2.40 -4.50
C5 0.61 -2.33 -5.56
C6 1.82 -1.51 -5.07
C7 2.50 -2.23 -3.86
C8 3.21 -3.47 -4.34
C9 3.46 -1.26 -3.11
N1 1.38 -2.52 -2.90
O1 1.98 -3.32 -1.86
H1 -0.57 -3.38 -1.14
H2 -0.76 -1.81 -1.81
H3 -1.91 -3.15 -2.32
H4 0.37 -4.82 -4.57
H5 0.83 -5.21 -3.04
H6 -0.90 -5.20 -3.32
H7 -1.37 -2.87 -4.81
H8 -0.67 -1.32 -4.18
H9 0.81 -3.38 -5.85
H10 0.22 -1.81 -6.45
H11 1.49 -0.49 -4.64
H12 2.49 -1.34 -5.97
H13 3.53 -3.92 -3.43
H14 4.09 -3.28 -4.98
H15 2.62 -4.24 -4.88
H16 4.15 -0.92 -3.83
H17 3.93 -1.73 -2.28
H18 2.90 -0.34 -2.80
H19 1.71 -2.73 -1.11
C10 -1.75 -0.56 2.48
C11 -2.95 -1.47 2.73
C12 -2.50 -2.76 3.36
C13 -4.15 -0.79 3.42
C14 -4.73 0.31 2.64
C15 -5.28 -0.24 1.35
C16 -4.20 -0.95 0.49
C17 -4.84 -1.93 -0.54
C18 -3.38 0.13 -0.18
N2 -3.49 -1.89 1.38
O2 -2.48 -2.54 0.61
H20 -1.44 -0.30 3.44
H21 -0.99 -1.12 1.93
H22 -2.05 0.41 2.04
H23 -2.27 -2.76 4.45
H24 -3.24 -3.63 3.15
H25 -1.56 -3.02 2.96
H26 -4.96 -1.48 3.51
H27 -3.85 -0.40 4.44
H28 -5.52 0.85 3.15
H29 -3.98 1.13 2.51
H30 -5.69 0.55 0.75
H31 -6.02 -0.96 1.59
H32 -4.38 -1.89 -1.54
H33 -5.96 -1.79 -0.67
H34 -4.80 -2.97 -0.22
H35 -2.91 0.92 0.47
H36 -4.08 0.75 -0.75
H37 -2.67 -0.35 -0.87
H38 -1.70 -1.97 0.73
C19 3.06 -3.15 2.66
O3 2.97 -1.73 2.27
C20 4.21 -1.37 1.56
C21 4.19 0.07 1.16
C22 5.48 0.46 0.38
N3 4.06 0.87 2.45
H39 2.96 -3.85 1.77
H40 2.13 -3.22 3.21
H41 3.92 -3.35 3.29
H42 5.19 -1.44 2.25
H43 4.30 -2.17 0.74
H44 3.37 0.34 0.53
H45 6.42 -0.06 0.62
H46 5.67 1.58 0.37
H47 5.27 0.15 -0.67
H48 4.74 0.63 3.19
H49 3.23 0.56 2.87
C23 1.54 3.85 -1.13
O4 0.25 3.37 -1.46
C24 -0.19 3.91 -2.72
C25 -1.58 3.52 -2.99
C26 -1.91 3.53 -4.49
N4 -2.66 4.28 -2.26
H50 2.27 3.52 -1.90
H51 1.72 3.51 -0.13
H52 1.51 4.94 -1.13
H53 -0.01 5.03 -2.73
H54 0.48 3.39 -3.42
H55 -1.72 2.42 -2.73
H56 -1.77 4.57 -4.88
H57 -2.95 3.31 -4.74
H58 -1.24 2.92 -5.11
H59 -2.42 4.54 -1.33
H60 -2.84 5.05 -2.84
C27 -2.17 2.71 5.57
O5 -1.04 3.65 5.53
C28 -0.63 3.96 4.22
C29 -0.06 2.86 3.34
C30 0.97 1.97 4.06
N5 0.64 3.48 2.19
H61 -2.81 2.88 4.75
H62 -2.76 2.82 6.45
H63 -1.83 1.69 5.56
H64 -1.43 4.64 3.71
H65 0.24 4.64 4.41
H66 -0.82 2.29 2.81
H67 0.57 1.72 5.07
H68 1.94 2.44 4.14
H69 1.10 1.02 3.61
H70 1.59 3.74 2.43
H71 0.14 4.31 2.00
O6 1.07 1.25 0.58
H72 0.45 1.85 0.16
H73 1.10 1.81 1.38
O7 3.61 3.60 2.01
H74 4.49 3.85 2.35
H75 3.69 2.63 2.18
O8 0.99 -1.52 0.40
H76 0.85 -0.67 -0.01
H77 1.55 -1.26 1.15

E = -2064.71820 Ha
Strongest force on any atom = 3.46 eV/A
E_HOMO = -8.0190 eV
Kohn-Sham gap = 8.55 eV
SMILES string = CC1(C)CCCC(C)(C)N1O.CC1(C)CCCC(C)(C)N1O.COC[C@H](C)N.COC[C@H](C)N.COC[C@H](C)N.O.O.O
Spin multiplicity = 1

DFT (ωB97M-V with the def2-TZVPD basis set) results for a 10-piece molecular cluster, C30H78BN2O12 overall.

Positions of all 123 atoms, in Å:
C1 2.15 3.56 -0.38
C2 1.55 2.85 -1.40
C3 2.11 2.67 -2.76
O1 2.49 3.66 -3.36
O2 2.18 1.45 -3.35
C4 1.09 0.57 -3.05
C5 -0.23 1.05 -3.62
C6 -1.38 0.07 -3.28
C7 -2.74 0.78 -3.36
C8 -3.37 1.02 -1.97
C9 -2.43 1.71 -0.95
B1 -2.17 0.96 0.51
C10 -3.39 -0.02 1.06
C11 -3.53 -1.51 0.66
C12 -2.64 -2.12 -0.42
C13 -2.15 2.20 1.65
C14 -1.16 3.35 1.34
C15 -1.81 4.71 1.06
N1 -1.25 5.34 -0.17
C16 -0.65 0.29 0.59
C17 -0.40 -0.54 1.83
N2 0.99 -1.09 2.01
C18 1.60 -1.61 0.78
C19 2.46 -2.86 1.06
C20 1.82 -0.21 2.72
C21 2.88 -0.87 3.58
O3 1.73 1.01 2.68
H1 1.73 4.52 -0.08
H2 3.00 3.16 0.17
H3 0.58 2.39 -1.22
H4 1.01 0.35 -1.98
H5 1.34 -0.38 -3.52
H6 -0.11 1.12 -4.71
H7 -0.46 2.04 -3.25
H8 -1.32 -0.72 -4.03
H9 -1.16 -0.31 -2.28
H10 -3.43 0.11 -3.88
H11 -2.67 1.71 -3.91
H12 -4.22 1.68 -2.16
H13 -3.81 0.08 -1.63
H14 -1.45 1.83 -1.42
H15 -2.80 2.74 -0.82
H16 -4.32 0.50 0.80
H17 -3.35 0.03 2.15
H18 -4.57 -1.70 0.37
H19 -3.41 -2.13 1.56
H20 -2.68 -1.62 -1.38
H21 -1.61 -2.19 -0.06
H22 -2.95 -3.15 -0.58
H23 -3.16 2.63 1.61
H24 -2.02 1.84 2.67
H25 -0.53 3.12 0.48
H26 -0.47 3.50 2.17
H27 -2.89 4.61 0.93
H28 -1.68 5.40 1.89
H29 -1.36 4.66 -0.92
H30 -1.89 6.08 -0.43
H31 -0.52 -0.30 -0.32
H32 0.14 1.06 0.56
H33 -0.58 0.10 2.69
H34 -1.08 -1.39 1.92
H35 2.25 -0.85 0.32
H36 0.83 -1.91 0.08
H37 2.55 -3.42 0.13
H38 3.45 -2.62 1.44
H39 1.93 -3.49 1.76
H40 2.57 -1.89 3.79
H41 3.80 -0.97 3.01
H42 3.05 -0.29 4.49
C22 -4.75 -2.66 -3.43
O4 -5.17 -1.34 -3.73
H43 -3.67 -2.72 -3.61
H44 -4.95 -2.90 -2.39
H45 -5.25 -3.39 -4.08
H46 -6.11 -1.29 -3.57
C23 -2.85 -5.84 -1.79
O5 -4.03 -5.38 -1.14
H47 -2.00 -5.39 -1.28
H48 -2.78 -6.93 -1.73
H49 -2.84 -5.53 -2.84
H50 -4.79 -5.76 -1.58
C24 1.34 4.05 -7.12
O6 0.96 4.59 -5.86
H51 0.72 4.52 -7.88
H52 2.39 4.26 -7.34
H53 1.18 2.97 -7.15
H54 1.51 4.17 -5.19
C25 5.46 1.63 1.73
O7 4.40 2.04 2.58
H55 6.39 2.02 2.14
H56 5.53 0.53 1.70
H57 5.33 2.01 0.72
H58 3.58 1.69 2.21
C26 3.16 7.39 -4.15
O8 4.40 6.78 -4.53
H59 3.12 8.38 -4.59
H60 2.32 6.79 -4.51
H61 3.11 7.48 -3.06
H62 4.41 5.91 -4.13
C27 5.33 -3.32 4.75
O9 5.21 -2.99 3.37
H63 4.39 -3.08 5.23
H64 5.54 -4.38 4.88
H65 6.13 -2.73 5.22
H66 6.04 -3.20 2.94
C28 -0.25 -0.15 6.10
O10 0.33 -1.43 5.89
H67 -0.81 -0.18 7.03
H68 0.52 0.62 6.17
H69 -0.93 0.11 5.28
H70 0.82 -1.40 5.06
C29 0.61 -6.01 1.10
O11 -0.23 -4.98 0.60
H71 0.52 -6.86 0.43
H72 1.66 -5.68 1.11
H73 0.32 -6.30 2.11
H74 -0.15 -4.22 1.18
C30 -1.29 -4.18 4.26
O12 -0.45 -4.23 5.41
H75 -1.46 -5.19 3.92
H76 -2.26 -3.73 4.51
H77 -0.82 -3.60 3.46
H78 -0.32 -3.32 5.70

E = -2226.85675 Ha
Strongest force on any atom = 2.10 eV/A
E_HOMO = -4.9005 eV
Kohn-Sham gap = 6.66 eV
Spin multiplicity = 1
Net charge = -1